# 1
C39H56Ge3O4STi | ωB97M-V/def2-TZVPD

```
104
C39H56Ge3O4STi (ωB97M-V/def2-TZVPD)
Ti -0.45 0.35 0.81
C -4.10 -2.43 1.54
C -4.05 -1.29 0.54
C -3.99 -1.83 -0.87
C -5.24 -0.36 0.69
O -2.80 -0.50 0.79
Ge -2.73 0.19 2.46
O -1.64 1.68 1.36
C -1.39 3.07 1.86
C 0.08 3.35 1.67
C -2.25 3.97 1.00
C -1.78 3.14 3.32
O -0.81 -0.60 2.40
C -0.28 -1.76 3.16
C 0.07 -2.82 2.12
C -1.35 -2.24 4.11
C 0.94 -1.27 3.91
H -4.99 -3.04 1.36
H -3.23 -3.08 1.45
H -4.18 -2.07 2.57
H -4.77 -2.58 -1.00
H -4.15 -1.04 -1.61
H -3.03 -2.31 -1.07
H -6.15 -0.88 0.40
H -5.39 -0.03 1.73
H -5.12 0.51 0.05
H 0.36 3.26 0.62
H 0.32 4.36 1.99
H 0.69 2.67 2.28
H -1.97 3.90 -0.05
H -3.31 3.72 1.10
H -2.13 5.01 1.31
H -1.21 2.42 3.92
H -1.56 4.14 3.70
H -2.85 2.97 3.47
H -0.80 -3.09 1.53
H 0.86 -2.47 1.46
H 0.44 -3.72 2.61
H -2.21 -2.65 3.59
H -0.94 -3.04 4.73
H -1.66 -1.44 4.78
H 1.65 -0.81 3.24
H 0.65 -0.56 4.69
H 1.44 -2.12 4.40
C 0.26 -2.27 -4.56
Ge -0.04 -2.51 -2.64
C 1.61 -3.18 -1.81
C -1.40 -3.86 -2.32
Ge -0.64 -0.32 -1.71
C 0.69 1.05 -2.21
C 1.86 0.74 -2.92
C 2.71 1.75 -3.36
C 2.42 3.08 -3.09
C 1.27 3.40 -2.38
C 0.41 2.39 -1.96
C -2.28 0.41 -2.48
C -2.69 -0.09 -3.72
C -3.82 0.40 -4.35
C -4.56 1.42 -3.77
C -4.15 1.95 -2.55
C -3.03 1.44 -1.91
H 0.93 -3.06 -4.90
H 0.72 -1.31 -4.80
H -0.67 -2.36 -5.12
H 1.88 -4.12 -2.30
H 1.43 -3.39 -0.76
H 2.45 -2.49 -1.92
H -1.00 -4.84 -2.62
H -2.31 -3.67 -2.89
H -1.66 -3.92 -1.26
H 2.10 -0.29 -3.15
H 3.59 1.49 -3.94
H 3.08 3.86 -3.44
H 1.02 4.44 -2.19
H -0.53 2.67 -1.50
H -2.14 -0.89 -4.21
H -4.13 -0.01 -5.31
H -5.44 1.81 -4.26
H -4.72 2.75 -2.09
H -2.76 1.85 -0.95
O 1.45 0.41 0.78
S 2.70 -0.25 0.08
C 3.60 -0.97 1.40
C 3.77 -2.35 1.36
C 4.48 -2.97 2.38
C 5.00 -2.21 3.41
C 4.84 -0.82 3.44
C 4.14 -0.19 2.42
C 3.72 1.13 -0.32
C 3.38 2.42 0.05
C 4.26 3.45 -0.30
C 5.42 3.17 -0.99
C 5.74 1.86 -1.35
C 4.88 0.83 -1.02
H 3.36 -2.93 0.54
H 4.63 -4.04 2.36
H 5.56 -2.69 4.21
H 5.26 -0.24 4.24
H 4.03 0.89 2.42
H 2.47 2.63 0.57
H 4.02 4.47 -0.03
H 6.10 3.97 -1.25
H 6.65 1.65 -1.90
H 5.12 -0.19 -1.30
```

**Highest occupied orbital energy (spin up / spin down)**: -13.34 / -13.34 eV
**Relative energy (zero: lowest compared OMol25 entry of this formula, charge and spin)**: 49.7 kcal/mol
**Total charge**: +2
**Molecular weight**: 886.64 Da

# 2
C39H57BN7STc | ωB97M-V/def2-TZVPD

```
106
C39H57BN7STc (ωB97M-V/def2-TZVPD)
Tc -0.21 0.16 0.54
C -1.47 2.37 1.83
C -1.88 3.25 0.64
C -1.16 4.60 0.72
C -1.59 2.60 -0.67
C -1.90 3.12 -1.92
C -1.37 2.23 -2.87
C -1.44 2.38 -4.34
C -2.92 2.35 -4.76
C -0.79 3.70 -4.79
N -0.80 1.22 -2.18
N -0.93 1.43 -0.85
B -0.05 -0.05 -2.61
N -0.78 -1.26 -2.01
N -0.89 -1.36 -0.65
C -1.49 -2.54 -0.37
C -1.80 -3.17 -1.56
C -1.33 -2.34 -2.59
C -1.51 -2.64 -4.04
C -0.20 -2.90 -4.79
C -2.37 -1.59 -4.75
C -1.80 -2.99 1.03
C -2.89 -2.08 1.61
C -2.26 -4.44 1.07
N 1.34 0.00 -1.94
N 1.48 0.00 -0.58
C 2.80 -0.02 -0.29
C 3.51 -0.02 -1.48
C 2.56 -0.02 -2.51
C 2.81 0.00 -3.98
C 2.54 1.42 -4.52
C 4.23 -0.42 -4.32
C 3.35 -0.03 1.10
C 3.15 1.35 1.74
C 4.84 -0.39 1.10
H -1.77 2.84 2.76
H -1.96 1.38 1.77
H -0.37 2.29 1.85
H -2.95 3.44 0.70
H -0.07 4.47 0.68
H -1.46 5.25 -0.09
H -1.41 5.09 1.66
H -2.45 4.02 -2.11
H -0.91 1.57 -4.82
H -3.47 3.18 -4.32
H -2.98 2.43 -5.84
H -3.38 1.42 -4.45
H -1.32 4.56 -4.39
H 0.25 3.76 -4.48
H -0.83 3.76 -5.87
H 0.05 -0.13 -3.76
H -2.28 -4.11 -1.68
H -2.06 -3.59 -4.06
H 0.38 -1.99 -4.92
H 0.41 -3.64 -4.28
H -0.43 -3.28 -5.78
H -1.87 -0.64 -4.84
H -2.60 -1.95 -5.75
H -3.31 -1.46 -4.22
H -0.88 -2.88 1.62
H -3.81 -2.19 1.04
H -3.10 -2.35 2.63
H -2.58 -1.02 1.57
H -3.19 -4.57 0.52
H -1.51 -5.11 0.66
H -2.44 -4.73 2.11
H 4.57 -0.02 -1.62
H 2.11 -0.68 -4.46
H 3.27 2.11 -4.11
H 2.64 1.41 -5.60
H 1.54 1.76 -4.26
H 4.95 0.31 -3.97
H 4.48 -1.39 -3.90
H 4.34 -0.49 -5.40
H 2.81 -0.80 1.66
H 3.73 2.09 1.20
H 2.10 1.64 1.72
H 3.50 1.34 2.77
H 5.41 0.39 0.60
H 5.20 -0.46 2.13
H 5.02 -1.34 0.61
N 0.31 -0.54 2.40
S -0.74 -0.68 3.67
C -0.06 -2.01 4.71
C 0.79 -2.95 4.16
C 1.13 -4.07 4.89
C 0.60 -4.26 6.16
C -0.23 -3.30 6.72
C -0.57 -2.16 5.99
C -0.50 0.78 4.72
C -1.66 1.48 5.03
C -1.58 2.57 5.88
C -0.36 2.95 6.42
C 0.79 2.25 6.09
C 0.73 1.16 5.24
H 1.27 -0.44 2.75
H 1.18 -2.81 3.16
H 1.79 -4.80 4.46
H 0.82 -5.16 6.71
H -0.63 -3.44 7.71
H -1.22 -1.42 6.43
H -2.61 1.17 4.63
H -2.49 3.11 6.14
H -0.31 3.80 7.08
H 1.74 2.53 6.52
H 1.63 0.61 5.00
```

**Highest occupied orbital energy (spin up / spin down)**: -16.84 / -16.84 eV
**Spin multiplicity**: 4
**Total charge**: +3
**Molecular weight**: 764.81 Da

# 3
C39H57Br60NO4 | ωB97M-V/def2-TZVPD

```
161
C39H57Br60NO4 (ωB97M-V/def2-TZVPD)
C -6.72 3.67 -3.81
C -5.29 4.28 -3.69
C -5.17 5.24 -2.49
C -3.76 5.24 -1.91
C -3.63 6.10 -0.65
C -2.15 6.30 -0.24
C -1.88 5.95 1.26
C -1.28 4.54 1.29
C 0.21 4.70 0.85
C 0.70 3.66 -0.19
C 1.88 2.78 0.29
C 3.05 2.77 -0.69
C 2.84 1.91 -1.97
N 1.93 0.79 -1.87
O -2.13 3.69 0.52
C -3.15 3.33 1.38
O -4.15 2.78 1.03
C -2.78 3.71 2.84
C -1.25 3.76 2.63
O -0.97 2.43 2.22
C -0.29 1.64 3.19
C 0.09 0.35 2.46
C -0.96 -0.73 2.57
O 1.41 -0.11 2.81
H -6.74 2.60 -3.62
H -7.11 3.86 -4.81
H -7.41 4.17 -3.12
H -4.61 3.44 -3.59
H -5.11 4.82 -4.62
H -5.91 4.96 -1.74
H -5.46 6.23 -2.86
H -3.05 5.58 -2.68
H -3.51 4.22 -1.63
H -4.07 7.09 -0.80
H -4.20 5.58 0.12
H -1.84 7.33 -0.43
H -1.53 5.68 -0.88
H -2.84 6.05 1.77
H -1.20 6.71 1.65
H 0.84 4.65 1.73
H 0.35 5.70 0.45
H -0.10 3.02 -0.56
H 1.07 4.22 -1.05
H 2.27 3.17 1.24
H 1.52 1.77 0.50
H 3.90 2.34 -0.16
H 3.35 3.78 -0.96
H 3.82 1.48 -2.20
H 2.61 2.53 -2.84
H 0.96 1.05 -1.99
H 2.06 0.27 -1.02
H -3.07 2.99 3.61
H -3.15 4.68 3.18
H -0.62 4.13 3.44
H -0.98 1.40 4.01
H 0.58 2.19 3.55
H 0.14 0.65 1.40
H -1.02 -1.37 1.70
H -1.93 -0.22 2.63
H -0.83 -1.32 3.48
H 1.98 0.65 2.64
C -1.33 -1.06 -1.92
Br -0.47 -0.81 -3.62
Br -0.34 -2.27 -0.77
Br -1.70 0.62 -1.05
H -2.28 -1.54 -2.12
C 1.78 -1.77 6.22
Br 0.55 -0.35 6.64
Br 3.47 -1.53 7.11
Br 1.01 -3.50 6.59
H 1.96 -1.72 5.15
C -0.14 -6.55 -0.97
Br 0.04 -5.61 -2.65
Br 1.02 -5.84 0.40
Br -1.98 -6.61 -0.39
H 0.17 -7.57 -1.14
C -4.54 -1.71 -4.98
Br -3.60 -1.42 -6.64
Br -3.60 -2.94 -3.84
Br -4.91 -0.05 -4.08
H -5.49 -2.16 -5.23
C -5.18 3.55 6.24
Br -4.53 5.36 6.36
Br -6.46 3.34 4.83
Br -3.73 2.29 6.08
H -5.68 3.33 7.17
C 3.95 -2.38 0.43
Br 3.90 -3.53 -1.13
Br 5.25 -0.97 0.22
Br 2.20 -1.71 0.91
H 4.28 -2.99 1.25
C -0.80 -10.57 0.82
Br 0.66 -10.18 -0.38
Br -0.88 -12.44 1.25
Br -0.74 -9.48 2.40
H -1.72 -10.33 0.30
C 1.90 -0.55 10.47
Br 0.47 -1.84 10.43
Br 1.24 1.24 10.77
Br 3.26 -1.03 11.74
H 2.36 -0.56 9.49
C 5.94 1.00 -5.44
Br 6.32 0.21 -3.73
Br 4.64 -0.04 -6.41
Br 5.41 2.85 -5.28
H 6.85 0.98 -6.01
C 6.98 3.83 2.33
Br 6.84 2.60 0.86
Br 8.29 5.20 2.01
Br 5.26 4.58 2.79
H 7.31 3.26 3.19
C -4.32 -4.20 -9.40
Br -4.71 -5.67 -8.22
Br -2.75 -4.55 -10.47
Br -5.84 -3.74 -10.49
H -4.10 -3.35 -8.77
C -1.81 -3.76 13.96
Br -1.21 -1.93 14.07
Br -3.07 -4.01 12.53
Br -0.33 -4.98 13.83
H -2.32 -3.98 14.89
C 5.94 -4.98 8.31
Br 7.51 -4.05 7.71
Br 6.39 -6.58 9.28
Br 4.78 -3.83 9.34
H 5.39 -5.28 7.43
C 1.01 -3.08 -11.45
Br 2.05 -4.69 -11.30
Br 1.74 -1.66 -10.38
Br 0.79 -2.54 -13.29
H 0.02 -3.30 -11.07
C 1.15 -8.16 12.36
Br -0.22 -8.68 11.11
Br 1.19 -9.31 13.90
Br 2.88 -8.04 11.52
H 0.90 -7.17 12.71
C 2.05 -3.42 -5.29
Br 3.14 -5.01 -5.11
Br 2.75 -1.95 -4.28
Br 1.79 -2.92 -7.13
H 1.08 -3.66 -4.88
C 1.18 1.27 -6.82
Br 1.56 2.07 -5.12
Br -0.67 0.79 -6.99
Br 1.76 2.39 -8.28
H 1.75 0.35 -6.87
C 2.66 -9.38 -6.18
Br 4.24 -8.45 -6.76
Br 3.09 -11.04 -5.31
Br 1.54 -8.27 -5.08
H 2.09 -9.62 -7.07
C 4.15 1.08 -11.46
Br 5.22 -0.51 -11.33
Br 4.85 2.50 -10.37
Br 3.91 1.63 -13.29
H 3.17 0.84 -11.07
C -4.29 9.59 2.16
Br -5.66 9.13 0.89
Br -4.28 8.39 3.67
Br -2.55 9.70 1.33
H -4.52 10.57 2.54
```

**Highest occupied orbital energy**: -8.76 eV
**Total charge**: 0
**Molecular weight**: 5398.13 Da

# 4
C39H57CoF3N5OP2Si2 | ωB97M-V/def2-TZVPD

```
110
C39H57CoF3N5OP2Si2 (ωB97M-V/def2-TZVPD)
Co 0.55 -0.23 -0.58
C 0.71 -4.05 -1.53
Si 0.52 -3.47 0.25
C -1.01 -4.30 0.97
C 2.06 -4.06 1.10
N 0.35 -1.72 0.44
P -0.53 -0.91 1.84
C -0.87 0.41 0.69
P -0.72 1.90 -0.14
N 0.14 1.55 -1.46
Si 0.18 2.32 -3.01
C -1.28 1.76 -4.02
C 1.72 1.96 -3.97
C 0.12 4.19 -2.98
C -2.42 2.43 -0.56
C -2.71 3.73 -1.00
C -3.97 4.05 -1.49
C -4.96 3.07 -1.54
C -4.71 1.80 -1.06
C -3.45 1.48 -0.57
C -0.06 3.35 0.71
C 1.16 3.89 0.32
C 1.62 5.06 0.90
C 0.89 5.68 1.90
C -0.32 5.13 2.32
C -0.80 3.97 1.72
C 0.83 -1.37 3.02
C 0.54 -2.49 3.80
C 1.45 -2.95 4.75
C 2.66 -2.30 4.94
C 2.94 -1.17 4.18
C 2.04 -0.71 3.24
C -1.39 -0.03 3.31
C -2.38 -0.64 4.08
C -2.91 -0.01 5.20
C -2.44 1.24 5.58
C -1.45 1.86 4.83
C -0.93 1.23 3.70
H 0.02 -4.88 -1.73
H 1.73 -4.41 -1.68
H 0.55 -3.27 -2.28
H -1.33 -5.13 0.32
H -1.83 -3.57 1.02
H -0.83 -4.70 1.98
H 2.22 -5.12 0.84
H 2.03 -3.96 2.19
H 2.92 -3.48 0.72
H -1.16 0.71 -4.34
H -1.38 2.37 -4.93
H -2.23 1.85 -3.46
H 1.78 0.91 -4.29
H 2.62 2.19 -3.40
H 1.70 2.59 -4.87
H -0.84 4.61 -2.64
H 0.26 4.51 -4.03
H 0.92 4.63 -2.39
H -1.95 4.50 -0.93
H -4.18 5.06 -1.83
H -5.94 3.32 -1.94
H -5.49 1.05 -1.06
H -3.24 0.50 -0.14
H 1.73 3.37 -0.45
H 2.56 5.49 0.57
H 1.25 6.59 2.36
H -0.90 5.61 3.10
H -1.75 3.55 2.04
H -0.41 -3.01 3.67
H 1.20 -3.83 5.35
H 3.37 -2.67 5.67
H 3.88 -0.64 4.34
H 2.26 0.18 2.67
H -2.76 -1.62 3.79
H -3.68 -0.50 5.79
H -2.85 1.73 6.46
H -1.08 2.84 5.12
H -0.15 1.72 3.13
C -3.12 -1.75 -3.98
C -3.20 -2.41 -2.60
C -3.22 -3.92 -2.76
C -4.48 -1.95 -1.89
N -2.04 -2.11 -1.73
N -1.32 -0.91 -1.95
H -3.97 -2.09 -4.59
H -2.20 -2.02 -4.50
H -3.18 -0.66 -3.92
H -4.11 -4.24 -3.30
H -3.22 -4.41 -1.77
H -2.33 -4.26 -3.31
H -5.37 -2.17 -2.49
H -4.44 -0.87 -1.71
H -4.56 -2.45 -0.92
H -1.38 -2.87 -1.75
H -1.94 -0.14 -1.79
H -0.96 -0.82 -2.89
F 2.86 -0.01 -2.11
C 1.87 -0.95 -1.86
F 1.36 -1.26 -3.11
F 2.57 -2.07 -1.47
C 3.83 2.47 2.31
N 4.28 1.54 1.28
C 5.72 1.27 1.16
C 3.44 0.85 0.48
O 2.21 0.90 0.50
H 4.27 3.46 2.13
H 4.14 2.12 3.30
H 2.76 2.56 2.28
H 6.26 2.05 1.70
H 6.04 1.29 0.12
H 5.99 0.31 1.59
H 3.96 0.19 -0.23
```

**Highest occupied orbital energy (spin up / spin down)**: -6.39 / -7.88 eV
**Spin multiplicity**: 5
**Relative energy (zero: lowest compared OMol25 entry of this formula, charge and spin)**: 100.1 kcal/mol
**Total charge**: 0
**Molecular weight**: 845.97 Da